Computed, not measured: a molecular structure, C24H28BN11S2Tl, with ωB97M-V with the def2-TZVPD basis set.

Structure (ORCA input):
```
! RIJCOSX wB97M-V def2-TZVPD def2/J DEFGRID3
* xyz 0 2
Tl -1.3191 0.8108 1.0099
C 1.7104 0.1084 2.9247
C 1.3261 -1.0653 2.0845
C 2.0523 -2.2308 1.8082
C 1.2465 -2.9685 0.9675
N 0.1031 -2.2820 0.7631
N 0.1595 -1.1093 1.4501
B -1.1571 -2.5759 -0.0969
N -1.1774 -1.5854 -1.3030
C -0.8074 -1.8443 -2.5722
C -0.9273 -0.6838 -3.3061
C -1.3798 0.2786 -2.3909
C -1.6731 1.7268 -2.6069
N -1.5242 -0.2825 -1.1935
N -2.4138 -2.3710 0.8011
C -3.2175 -3.3230 1.3161
C -4.1490 -2.7142 2.1299
C -3.8415 -1.3453 2.0739
C -4.4962 -0.1903 2.7667
N -2.8002 -1.1627 1.2699
N -1.2371 -3.9901 -0.6790
C -2.2585 -4.4020 -1.4733
C -2.0294 -5.7098 -1.8098
C -0.8145 -6.0374 -1.1648
C -0.0763 -7.3408 -1.1837
N -0.3490 -4.9997 -0.4903
H 2.0884 -0.2170 3.8937
H 0.8569 0.7670 3.0877
H 2.4935 0.6856 2.4291
H 3.0341 -2.4868 2.1737
H 1.3856 -3.9337 0.5159
H -0.4800 -2.8275 -2.8727
H -0.7161 -0.5429 -4.3550
H -2.1902 1.8812 -3.5540
H -0.7439 2.3021 -2.6294
H -2.2938 2.1148 -1.7988
H -3.0811 -4.3666 1.0789
H -4.9389 -3.1871 2.6914
H -5.4320 -0.5026 3.2254
H -4.7019 0.6162 2.0610
H -3.8489 0.2125 3.5488
H -3.0682 -3.7350 -1.7344
H -2.6424 -6.3475 -2.4278
H -0.6521 -8.0920 -1.7217
H 0.1028 -7.6954 -0.1685
H 0.8934 -7.2298 -1.6706
N 1.1350 3.9631 0.5429
C 1.7265 3.0790 -0.2353
S 1.2131 1.4621 -0.3911
N 2.7945 3.4550 -0.9844
C 3.5688 4.6406 -0.9376
C 3.7625 5.3740 0.2303
C 4.5606 6.5104 0.2071
C 5.1775 6.9204 -0.9644
C 5.0016 6.1738 -2.1223
C 4.2016 5.0439 -2.1111
H 0.3250 3.7127 1.1205
H 1.3728 4.9394 0.4704
H 3.0712 2.7640 -1.6610
H 3.3294 5.0468 1.1660
H 4.7063 7.0715 1.1223
H 5.7934 7.8111 -0.9757
H 5.4877 6.4745 -3.0430
H 4.0587 4.4657 -3.0181
S -3.1820 4.1291 3.7778
C -2.0000 3.6068 2.8223
N -1.1191 3.2299 2.1167
*
```

The calculation puts the molar mass at 749.894 g mol⁻¹. The calculation puts the frontier orbital gap (alpha / beta) at 7.96 / 5.70 eV. The LUMO energy (alpha / beta) comes out at 0.0116 / -0.0838 hartree. The total energy is -2527.5150 hartree. Its expectation value of S² is 0.7561.